Formula: C77H170N10O11
Source: the OMol25 dataset
Level of theory: ωB97M-V/def2-TZVPD

Geometry as XYZ:
```
268
Properties=species:S:1:pos:R:3:forces:R:3
C 7.747 -1.120 3.199 -1.527 -1.893 0.685
H 4.970 -3.408 8.464 -0.079 0.050 -0.870
C -0.145 -3.258 -2.488 0.569 0.021 -0.427
H 7.813 5.055 -1.934 -0.407 0.359 -0.758
H -5.724 5.323 -0.962 0.139 0.396 -0.132
O -2.611 6.126 0.020 1.178 -0.980 -0.142
C 9.227 -0.263 1.510 1.029 1.646 -0.100
C -2.274 6.756 -2.316 -0.701 1.997 -1.196
N -2.195 3.590 -5.488 1.829 -0.915 0.221
H 5.071 0.096 4.596 0.431 1.150 -0.169
H 8.179 1.399 -4.496 0.290 0.001 -0.087
C -4.255 2.899 -6.892 -0.016 0.312 1.793
H 8.027 2.317 1.689 0.008 0.151 0.085
C 4.612 0.532 1.221 0.866 0.929 0.583
H 7.850 -2.292 0.602 0.131 0.050 0.154
C -2.198 1.636 2.230 -0.246 -0.727 0.360
H 0.162 -3.870 -5.018 0.144 -0.594 -0.317
H 3.210 -6.636 7.710 -0.372 0.185 0.732
C 6.081 -0.075 -4.032 0.132 -0.602 -0.096
C 3.970 -3.551 8.872 0.796 -0.585 -0.513
H -4.587 4.317 -0.142 0.004 -0.318 0.334
O -3.000 4.391 -4.688 -1.250 -0.930 0.332
H 4.343 -0.478 0.913 0.315 -0.565 1.063
C 7.788 -0.465 1.835 -1.533 -0.305 0.665
C 4.567 1.328 -2.678 0.263 0.993 -0.639
H -6.292 -6.790 3.661 0.017 -0.293 -0.418
C 1.557 -5.289 -0.638 -1.889 -0.932 3.118
H -5.990 4.825 -3.477 0.239 1.118 -0.258
H 1.778 -1.438 -2.782 -0.449 0.005 -0.515
O -1.739 2.711 0.111 -1.864 1.354 -1.812
C -4.088 -3.741 4.885 1.622 -0.683 -0.449
C -4.402 -2.263 5.032 -0.923 -0.062 -0.203
H -1.345 7.714 0.337 0.751 -0.174 -0.165
C 1.062 -2.628 5.262 -0.599 0.758 -1.265
H 0.274 2.266 -5.912 -0.122 0.253 -0.168
H 3.671 3.246 -3.029 -0.139 0.110 -0.045
H 1.270 -4.289 -0.312 -0.155 -0.207 0.102
H -3.107 -4.096 -2.461 0.377 0.161 -0.124
C -2.881 -5.483 6.480 -0.633 0.980 0.627
O 7.358 1.831 1.202 -0.217 0.225 -1.023
H 1.801 -3.391 -5.494 0.298 0.210 0.627
H 4.320 0.920 -5.753 0.153 -0.320 0.418
H 5.139 4.159 -4.566 0.061 0.180 -0.080
H -7.688 4.412 -2.054 -0.502 -0.013 0.455
H -4.441 -4.345 -1.516 -0.643 0.470 0.321
H 3.932 -5.910 6.469 0.103 1.112 -0.355
H -2.142 0.281 4.045 -0.464 0.475 -0.022
C 0.641 0.763 2.065 0.344 -0.526 1.106
H -7.750 6.565 -3.025 -0.531 0.649 -0.054
H -3.116 -1.587 -2.155 0.153 0.182 -0.035
C 5.157 2.149 3.248 0.434 -0.241 -2.204
H -0.682 -0.819 2.433 -0.216 -0.291 0.082
H -2.282 0.479 -3.974 0.423 -0.195 -0.426
H 9.598 0.404 2.287 0.715 -0.511 0.403
H 5.851 2.790 -1.068 1.132 0.435 0.054
H 2.588 -7.346 -1.832 0.637 -0.518 -0.124
C -3.086 -2.416 -4.916 -0.581 0.181 0.627
H -6.865 -6.518 6.142 -0.050 0.225 -0.197
H 2.073 2.048 0.028 -0.113 -0.582 0.549
H -3.465 -5.446 7.399 -0.230 -0.469 0.088
C -4.055 -2.123 -2.019 2.402 -2.386 0.978
C 1.767 -4.908 8.721 0.211 -0.401 0.851
H 1.590 -1.866 4.689 0.611 0.078 0.328
C 5.560 3.431 -1.900 -3.088 -0.553 0.375
H 6.624 -0.233 -4.963 0.250 0.295 -0.022
C -2.087 5.656 -1.261 -0.955 0.875 0.145
O -6.954 6.770 -5.005 -1.808 1.107 0.669
N 2.622 -3.724 6.764 -4.546 -1.185 2.783
O -6.515 3.521 -0.496 0.792 -0.656 0.168
C 6.118 4.471 -4.203 -0.455 -0.015 0.710
C -0.136 0.108 -0.192 -0.511 0.497 -0.796
H -3.508 -1.642 4.992 0.283 -0.339 0.259
H -3.221 -1.416 -5.327 0.232 0.254 -0.104
H -0.592 0.348 -1.153 -0.274 0.679 -0.009
C 6.293 -1.380 3.721 1.087 -0.330 -0.847
H -8.834 6.120 -4.445 -0.076 -0.915 0.496
H 3.919 -4.311 -0.474 -0.230 0.114 0.381
H 4.215 -6.620 -1.327 -0.547 -0.092 0.855
C 0.021 1.291 0.777 0.013 0.737 0.145
H -4.015 8.103 -2.970 1.102 0.143 -1.326
H 9.729 -1.224 1.399 0.088 0.091 0.643
H 8.417 3.547 -1.629 -0.919 -1.028 0.285
H -4.934 -2.081 5.967 -0.155 0.191 -0.138
C -2.663 1.487 -4.142 -0.713 -0.956 -0.531
H 1.401 -5.824 8.258 -0.237 0.196 -0.283
H -4.623 -6.335 3.152 -0.186 -0.429 -0.532
H -5.548 -2.062 -0.677 -0.387 -0.029 -0.075
C -3.749 7.081 -2.698 -0.217 -0.037 1.459
C -4.973 -6.113 5.167 1.776 -0.946 0.234
H -6.729 2.231 -3.634 -0.079 -0.255 0.132
H -0.053 2.176 -3.213 -0.239 -0.686 -0.256
H 3.802 -6.496 -2.918 -0.636 -0.170 -0.432
C -7.017 4.771 -3.839 -1.826 -0.091 -1.008
H 1.398 -0.002 1.890 0.465 0.341 -0.738
H -5.637 -7.745 6.251 -0.127 -0.181 0.347
H 4.099 1.993 3.462 0.023 0.214 0.182
C -1.925 2.414 -7.721 0.601 -0.441 0.654
H -1.878 -5.739 6.821 0.207 0.088 -0.239
H 4.699 -5.796 8.022 0.168 -0.190 -0.049
H -0.833 -4.042 -2.807 0.078 -0.082 0.249
N 1.772 -4.890 -2.995 1.804 1.387 0.060
C -3.452 -6.522 5.531 0.025 1.457 0.609
H -3.827 0.322 2.545 -0.717 0.040 -0.239
C 2.890 -2.621 -1.505 1.205 -2.101 1.006
C 1.809 -1.405 7.217 1.597 1.578 0.963
N -5.214 -4.663 5.103 3.009 0.543 2.520
H -7.948 1.989 -2.288 0.079 -0.351 -0.375
H 1.094 -3.493 4.600 -0.072 -0.481 0.562
H -0.589 -2.313 -2.802 0.177 0.152 -0.221
C 5.559 1.365 -3.859 -1.553 -2.088 -1.612
C -4.864 -2.095 -3.299 0.331 -1.860 -0.620
H -1.471 3.007 -2.688 0.194 0.635 -0.063
C 0.684 -3.871 8.944 0.788 1.580 -2.418
H -0.182 3.730 -3.806 -0.295 0.584 0.183
C -7.585 7.992 -5.445 0.420 -0.429 0.056
H 3.098 -2.308 -3.513 -0.328 -0.403 -0.637
N -4.698 -1.553 -0.871 -1.126 0.951 0.107
N -1.585 6.524 -3.609 0.412 -1.326 0.346
H -1.774 3.596 0.483 -0.126 0.624 -0.466
O 3.617 -3.252 6.041 2.971 0.457 -2.237
H -0.951 6.351 1.480 0.125 -0.721 -0.651
H -1.902 0.326 -6.939 -0.204 0.113 -0.004
H -2.975 -3.741 -0.760 -0.058 0.559 0.122
H -4.304 1.853 -6.593 -0.473 -0.064 -0.370
C 1.242 -3.495 -3.183 -0.480 -0.442 -1.968
C 1.041 2.353 0.198 -1.022 0.298 -0.545
N 7.013 0.772 2.039 -0.151 0.870 1.589
C -0.281 0.012 3.014 -1.658 0.908 -0.564
H -4.764 3.136 -7.827 0.653 -0.439 -0.357
H -2.733 -0.303 1.383 0.131 0.086 -0.339
H -6.122 -4.059 3.669 -0.773 0.145 -0.869
H -4.141 -1.706 -0.043 0.316 0.170 -0.036
H -0.791 5.927 -3.425 0.399 -0.145 -0.162
H -3.511 5.330 -7.218 0.285 0.433 0.231
H 5.843 -2.223 3.198 0.294 -0.111 -0.457
H 0.049 -2.227 5.244 -0.322 -0.230 0.060
H -3.478 2.625 3.701 -0.084 -0.031 -0.057
H 5.168 0.831 0.332 -0.420 0.906 -0.098
H -0.373 0.857 -7.658 -0.318 -0.121 -0.555
H 6.726 -0.311 -3.185 0.217 0.032 0.007
C 2.246 -2.421 -2.843 0.644 0.533 1.571
C -7.147 2.604 -2.699 -0.361 1.524 1.617
C 3.476 -4.111 -1.449 0.491 1.573 0.321
H 6.209 -1.728 0.899 0.020 0.113 0.114
H 9.515 0.291 0.616 -0.773 -0.052 -0.469
H -6.948 8.546 -6.134 0.494 -0.169 0.307
H -0.103 -3.192 -1.401 0.135 -0.274 -0.038
H 4.293 -4.047 9.788 -0.854 0.088 0.510
C 7.895 4.083 -2.421 0.427 -0.840 -0.610
C -2.784 3.371 -6.766 -0.350 -0.975 -4.154
H 1.179 -3.053 9.467 -0.324 -0.014 0.689
H 3.930 2.427 -4.933 -0.237 -0.168 0.119
H -0.244 -4.171 9.430 0.387 -0.290 0.231
H 1.193 -6.395 -3.922 -0.086 -0.063 -0.175
H 5.054 0.846 -1.829 -0.258 -0.501 -0.033
C 2.477 -5.231 -1.717 2.398 0.859 -3.154
H 8.277 -0.671 4.039 0.427 0.546 -0.584
H -2.403 -2.391 -4.067 0.587 0.083 -0.392
H -8.490 7.846 -6.036 -0.350 -0.541 0.133
C 5.578 0.857 2.470 -0.003 -2.168 0.420
C 6.553 3.522 -3.065 1.091 -0.172 0.961
N -1.268 1.999 1.128 3.613 -2.182 3.391
H -2.452 5.138 -4.437 0.473 0.909 0.027
H 5.347 2.330 -5.863 0.324 -0.265 -0.039
H 4.361 -4.192 -2.080 -0.198 0.094 -0.627
H -2.109 3.606 3.191 -0.053 0.161 -0.218
H -2.750 -3.088 -5.706 -0.003 -0.049 0.190
H 8.687 4.032 -3.168 -0.149 0.770 -0.409
C -7.842 6.078 -3.996 4.102 0.680 -1.427
C -0.621 1.667 -5.746 -1.489 -0.594 -0.104
H 2.773 -1.023 6.880 0.013 -0.015 -0.619
H 6.017 5.475 -3.792 0.003 0.102 -0.045
H -2.907 -4.790 3.310 0.050 0.111 -0.100
C -5.794 -6.667 6.278 -0.956 -0.989 0.597
C 3.736 -5.700 7.521 1.767 -2.125 -0.040
O 0.793 -5.846 -3.244 -0.782 -0.326 -0.080
H -3.323 -7.481 6.034 -1.066 -0.210 0.178
H -0.364 -2.381 7.825 0.443 0.713 -0.114
O -4.324 -2.881 -4.414 -0.312 0.303 0.816
H -2.752 -6.698 4.714 -0.369 0.652 -0.760
C 7.240 -1.403 0.760 -0.471 0.409 -0.549
H -2.474 2.030 -8.580 -0.579 0.699 0.003
H 0.259 -0.442 3.845 -0.034 0.359 0.031
H 3.642 -3.992 5.430 1.093 0.486 -0.938
H 5.179 4.373 -1.504 1.046 0.541 -0.006
H 0.743 2.731 -0.780 -0.404 -0.319 -0.270
H 3.662 1.033 1.402 0.057 0.349 -0.496
H -0.465 -3.813 7.079 0.630 -0.721 -0.572
H -5.195 3.106 -2.149 0.606 0.418 0.799
H -0.291 0.733 -5.292 0.090 0.178 0.677
O -6.387 -4.230 4.576 -0.768 -0.071 -0.937
C 4.742 1.741 -5.173 0.559 0.994 0.376
H -2.708 4.796 -1.510 0.028 -0.091 -0.081
H -6.982 4.365 -4.850 0.068 -0.438 0.039
H -2.997 -3.304 6.751 -0.099 -0.101 0.051
O 7.616 2.160 -4.657 0.235 -0.070 -0.733
H -4.897 -7.902 3.989 -0.177 0.045 -0.169
C 1.487 -2.759 6.705 -0.282 -1.161 0.396
C 5.331 -0.196 3.579 -0.505 -2.389 0.245
H 2.035 -5.796 0.200 0.047 0.127 0.373
C -1.613 2.437 -4.771 0.152 -1.249 0.448
C -0.815 2.880 -3.548 0.766 0.515 -0.102
H -1.132 3.057 -8.103 0.191 -0.125 -0.118
C 4.194 2.725 -2.227 1.013 -0.231 -1.057
H -1.745 5.126 -7.595 0.081 0.160 0.767
H -2.859 -2.988 3.266 0.363 -0.180 -0.086
C -2.729 4.658 -7.572 -0.271 1.409 -0.256
H -2.912 4.593 -8.645 -0.418 -0.859 -0.052
H -0.816 -0.646 0.205 0.487 -0.345 0.244
H -4.837 3.494 -6.188 -0.113 -0.155 0.434
H -5.915 5.124 0.755 -0.247 -0.580 0.146
H -5.684 -2.758 -3.022 -0.961 0.797 -0.385
H -2.006 -3.900 5.420 0.069 0.551 -0.136
H 1.137 1.578 2.593 -0.014 0.190 0.106
H 5.722 2.304 4.167 0.062 -0.097 -0.227
C -2.881 2.923 2.839 0.332 -1.338 -0.906
H 0.668 -5.888 -0.834 -0.103 0.141 -0.248
H -0.987 1.647 4.150 -0.453 0.398 0.029
H -4.118 6.329 -3.396 -0.245 0.274 0.030
H 4.443 -0.776 3.327 -0.604 0.612 -0.260
C -3.246 0.615 1.671 0.547 0.470 1.303
H 5.260 2.977 2.546 -0.073 0.439 0.323
H -3.549 1.378 -4.768 -0.001 -0.055 -0.047
H 8.165 -2.107 3.001 0.347 -0.234 0.494
C -3.479 -3.869 3.426 -0.258 0.080 0.829
H 6.806 4.514 -5.048 0.120 -0.223 0.221
H -2.358 7.341 1.606 -0.257 -0.298 0.190
H -5.808 1.667 -1.286 0.256 0.147 0.577
H -1.201 7.370 -4.007 -0.241 0.173 0.055
H 1.048 -0.657 6.994 -0.082 -0.127 -0.049
H -1.822 7.693 -1.991 -0.100 -0.029 0.989
N 6.746 2.117 -3.568 -0.116 1.981 2.047
C -1.477 0.937 3.484 1.881 -0.832 -1.832
C 1.022 -3.258 -4.744 -2.287 -0.562 1.508
C -6.018 2.701 -1.560 -1.682 0.028 -2.160
C 3.071 -4.457 7.975 -2.141 2.082 0.060
H -4.239 -3.813 2.647 -0.273 -0.167 -0.043
C -3.627 -3.628 -1.625 0.022 0.243 -1.769
H -3.025 1.693 -3.135 0.048 0.900 -0.052
C 0.299 -3.205 7.562 -1.041 -1.303 1.382
H 6.337 -1.777 4.735 0.062 0.441 0.237
C -5.641 4.593 -0.157 0.032 0.384 -1.086
N -7.778 3.950 -2.947 0.331 -1.911 0.453
H 3.587 -2.536 8.987 -0.250 -0.330 0.461
C -1.255 1.187 -7.109 0.912 1.552 1.956
H -1.049 5.325 -1.233 0.197 0.081 0.324
C -1.716 6.844 0.879 -1.301 1.452 -0.416
H -3.543 3.348 2.084 0.033 0.391 0.135
H 5.345 -0.879 -4.056 -0.605 0.348 0.103
H 1.039 3.274 0.782 0.094 -0.209 0.553
H -3.848 1.009 0.852 0.017 -0.061 0.118
H -5.552 -6.292 7.272 0.234 0.100 -0.128
H 2.261 -2.482 -0.626 -0.471 0.053 -0.167
H -4.966 -1.939 4.157 -0.505 0.202 0.225
C -2.955 -4.031 5.940 0.307 -1.046 -1.046
C -5.228 -6.868 3.885 -0.391 0.857 -0.183
C 3.319 -6.545 -1.942 -0.821 1.157 -0.299
H 3.697 -1.902 -1.364 0.230 -0.054 -0.057
H 7.302 -0.787 -0.137 -0.245 -0.266 -0.423
H 0.506 -2.298 -4.733 0.683 0.584 -0.604
H 3.649 0.864 -3.037 0.214 -0.741 0.193
H 3.476 2.593 -1.417 0.387 0.602 0.404
H -5.075 -1.093 -3.672 -0.403 0.059 0.336
H -7.846 8.625 -4.597 0.080 0.132 0.114
H 0.841 -0.249 -0.515 0.118 -0.477 0.531
H 2.092 -5.217 9.715 0.215 -0.278 0.116
H 1.981 -1.423 8.293 -0.507 0.014 0.218
H -4.393 7.192 -1.826 -0.023 -1.278 0.649
```
Positions in Å, forces in eV/Å.

Summary:
LUMO level: 0.008 Ha
molecular weight: 1412.27 g mol⁻¹

Mulliken population analysis, charges in e, atoms 1 to 6:
1 C -1.26
2 H 0.42
3 C -1.00
4 H 0.39
5 H -0.08
6 O -0.33